1.
Computed, not measured: a structure of composition C35H108ClN4O21Tl, with wB97M-V/def2-TZVPD.

Values from the calculation:
gap between HOMO and LUMO: 7.0 eV
net charge: +2
molar mass: 1161.1 g/mol
HOMO level: -0.440 Eh

Positions of all 170 atoms, in Å:
Tl: 4.5315 -2.0812 1.3410
Cl: 0.9352 -0.7823 0.1607
O: -0.1314 -0.2033 0.9628
O: 0.7667 -2.2401 0.0988
O: 0.8651 -0.2163 -1.1650
O: 2.2369 -0.5296 0.7694
C: 3.8723 -2.2428 -4.5051
O: 3.0164 -1.3144 -5.0095
H: 4.3768 -2.9013 -5.2061
H: 4.6038 -1.7447 -3.8732
H: 3.3126 -2.8572 -3.8074
H: 2.3788 -1.0545 -4.3567
C: -5.8030 -2.1792 3.4731
O: -6.7094 -2.1969 2.2991
H: -6.2204 -2.7787 4.2554
H: -4.8027 -2.5039 3.1387
H: -5.7529 -1.1048 3.7271
H: -7.2000 -3.0218 2.1777
C: 1.2793 2.3246 4.2113
O: 1.1099 0.9724 3.6552
H: 0.6732 2.5117 5.1371
H: 2.3312 2.4426 4.5382
H: 1.1316 3.0479 3.3966
H: 1.5316 1.0940 2.8017
C: -2.2446 -2.7069 -1.5958
O: -3.2794 -1.7472 -1.9786
H: -1.8561 -3.0513 -2.5291
H: -1.4356 -2.1425 -1.0998
H: -2.5828 -3.4878 -0.9258
H: -3.4075 -1.2773 -1.1600
C: 2.6635 -2.1223 4.2474
O: 3.8478 -2.8231 3.8099
H: 2.8488 -1.3617 5.0453
H: 2.3040 -1.5992 3.3571
H: 1.9126 -2.8426 4.5710
H: 4.5088 -2.8964 4.5219
C: 2.2222 3.1003 -0.3696
O: 2.3628 3.3252 1.0219
H: 1.1723 3.1808 -0.6104
H: 2.7146 3.8499 -0.9814
H: 2.6466 2.1130 -0.6487
H: 2.0811 4.2280 1.1469
C: -3.5646 2.1724 0.4686
O: -4.4035 1.3329 -0.2400
H: -2.5324 2.2183 0.0381
H: -3.9532 3.2337 0.4637
H: -3.5390 1.9449 1.5256
H: -4.4343 1.7085 -1.1680
C: 9.2359 0.2151 1.8685
C: 7.8557 -0.3654 2.2263
C: 6.8000 0.7481 2.3695
O: 5.5331 0.1922 2.7010
C: 4.5840 1.2429 3.1742
N: 7.4211 -1.3488 1.3036
H: 9.3313 0.7838 0.9318
H: 9.9836 -0.5640 1.8530
H: 9.5425 0.9457 2.6338
H: 7.9132 -0.9478 3.1450
H: 6.7548 1.3717 1.4600
H: 7.1625 1.2960 3.2463
H: 4.8034 1.6482 4.1974
H: 3.6211 0.7466 3.1454
H: 4.6575 2.0905 2.4781
H: 8.1302 -2.0591 1.0451
H: 7.1898 -0.9828 0.3688
C: -8.7293 1.1823 2.8342
C: -7.7464 1.4240 1.7057
C: -1.5868 -6.9844 -3.3872
O: -0.2405 -6.7129 -2.9942
C: -0.1550 -7.3870 -1.6764
N: -6.9266 0.4861 1.2631
H: -9.4953 0.4213 2.6204
H: -9.1800 2.1522 3.0912
H: -8.1960 0.9358 3.7226
H: -7.6853 2.3934 1.2033
H: -1.9775 -6.1471 -4.0016
H: -2.2880 -7.1800 -2.5417
H: -1.1813 -7.2964 -1.3137
H: 0.5665 -6.9357 -1.0305
H: 0.0537 -8.4607 -1.8629
H: -6.9788 -0.4946 1.5846
H: -6.0541 0.7969 0.5828
C: -5.3578 4.8386 5.8711
C: -5.7912 3.7507 4.8518
C: -5.0195 2.4242 4.6471
O: -3.6812 2.4724 4.2295
C: -2.9225 1.3242 4.5099
N: -7.2303 3.3142 4.9345
H: -5.4207 4.5438 6.9380
H: -6.0438 5.7074 5.7406
H: -4.3066 5.1336 5.6927
H: -5.7006 4.3675 3.8826
H: -5.6780 1.7594 4.0334
H: -5.0371 1.9218 5.6224
H: -2.9676 1.0423 5.6051
H: -1.8735 1.5060 4.3839
H: -3.2777 0.5145 3.9037
H: -7.7006 4.2134 5.0096
H: -7.4583 2.9062 5.8394
C: -2.2029 2.4952 -4.4209
C: -2.7258 2.6130 -3.0064
C: -2.3307 3.9670 -2.4196
O: -3.0841 4.9440 -3.1058
C: -2.5774 6.2214 -2.7621
N: -4.1559 2.4694 -2.8947
H: -2.5586 1.5629 -4.8644
H: -1.0863 2.3918 -4.4751
H: -2.3592 3.3998 -5.0030
H: -2.2522 1.9042 -2.3201
H: -1.2965 4.0784 -2.7015
H: -2.3716 4.0834 -1.3043
H: -3.2421 6.9869 -3.1617
H: -1.5491 6.3724 -3.1659
H: -2.4454 6.3340 -1.6758
H: -4.4110 1.6920 -3.5023
H: -4.6470 3.3586 -3.1195
C: 0.3667 0.7432 -8.2484
C: 1.2436 -0.4457 -8.0556
O: 0.4904 -1.3695 -7.2456
H: 0.9032 1.5509 -8.7317
H: -0.0965 1.0140 -7.3195
H: -0.4207 0.4656 -8.9084
H: 2.1137 -0.2100 -7.4686
H: 1.5808 -0.8957 -8.9798
H: -0.0629 -1.8503 -7.9149
C: 1.0355 -3.7750 -4.5043
C: 1.8967 -3.9540 -5.6705
O: 1.9320 -3.2743 -6.6964
H: 0.2137 -3.1167 -4.7931
H: 1.4144 -3.3036 -3.6614
H: 0.7709 -4.7550 -4.2098
H: -1.6761 -7.8603 -4.0182
H: 2.6303 -4.8349 -5.7574
H: 1.3666 -2.3974 -6.7645
C: 5.0926 1.6880 -2.2659
C: 5.4332 1.1462 -0.9356
O: 5.5517 -0.3046 -0.9178
H: 4.1272 1.4315 -2.5833
H: 5.8340 1.3961 -3.0315
H: 5.0283 2.8088 -2.3846
H: 4.6443 1.3928 -0.1824
H: 6.3568 1.5963 -0.5114
H: 5.9928 -0.5845 -1.7402
C: -1.2216 -2.2937 7.0964
C: -0.5884 -1.1423 6.3995
O: -0.5574 -1.4836 5.0210
H: -2.2277 -2.4198 6.7487
H: -1.1858 -2.0737 8.1479
H: -0.7006 -3.2320 7.0155
H: 0.4251 -0.9466 6.7788
H: -1.2078 -0.1878 6.5390
H: -0.1066 -0.7942 4.5410
C: 1.7814 2.8378 -3.9519
C: 1.9025 3.8920 -5.0331
O: 0.8037 3.8228 -5.9445
H: 2.8138 2.7780 -3.5098
H: 1.5900 1.8733 -4.3975
H: 1.0894 3.1493 -3.1894
H: 2.8198 3.8085 -5.5491
H: 1.8772 4.8052 -4.4699
H: 0.9882 4.4968 -6.5519
C: 1.6427 -5.5971 2.1379
C: 2.6960 -5.4993 1.0904
O: 2.9247 -4.1592 0.4242
H: 1.8759 -5.0514 3.0347
H: 1.4432 -6.6568 2.2760
H: 0.6529 -5.2384 1.8247
H: 2.5995 -6.2012 0.2753
H: 3.6546 -5.7225 1.4425
H: 2.1107 -3.6773 0.4332

Atoms 1-6, force components in eV/Å:
0.205 0.066 -0.185
-1.251 -0.503 0.519
0.991 -0.430 -0.373
0.065 0.754 -0.150
0.462 -0.214 0.006
-0.147 0.457 -0.064

***

2.
Computed, not measured: a structure of composition C31H44BrN3P2Sr, with wB97M-V/def2-TZVPD.

Values from the calculation:
gap between HOMO and LUMO: 3.8 eV
net charge: +2
relative energy (zero: lowest compared OMol25 entry of this formula, charge and spin): 266.5 kJ/mol
molar mass: 688.2 g/mol
HOMO level: -0.428 Eh

Positions of all 82 atoms, in Å:
N: -5.2902 4.8301 -3.0280
C: -4.9980 5.3055 -1.8146
C: -3.7785 5.0510 -1.1715
C: -2.8413 4.1716 -1.7794
C: -3.1966 3.6639 -3.0572
C: -4.4146 4.0350 -3.6455
C: -1.5436 3.8622 -1.1851
Sr: 0.8474 2.9973 0.2238
P: 4.2816 0.2849 0.4292
C: -0.7089 2.8741 -1.7389
C: -0.9530 1.4518 -1.5435
C: -0.2120 0.4956 -2.2768
C: -0.4896 -0.8575 -2.1683
C: -1.2926 -1.3284 -1.0936
C: -2.1224 -0.4075 -0.4281
C: -1.9423 0.9601 -0.6454
Br: 1.0005 -0.2836 0.5395
H: -1.1913 4.5585 -0.3908
H: 0.1206 3.1542 -2.4096
H: -3.5685 5.5252 -0.2140
H: -2.5322 3.0175 -3.6250
H: -5.7640 5.9250 -1.3381
H: -4.6864 3.6732 -4.6436
H: 0.5933 0.8400 -2.9233
H: -2.5770 1.6590 -0.0907
H: -0.0791 -1.5687 -2.8979
H: -2.8853 -0.8015 0.2550
P: -1.2190 -3.0658 -0.5342
C: 3.5722 1.9555 0.4187
C: 4.7145 2.9537 0.1526
H: 3.0659 2.1688 1.3836
H: 2.8966 1.9185 -0.4643
H: 4.4462 3.9786 0.4412
H: 5.6205 2.6620 0.7068
H: 4.9701 2.9648 -0.9158
C: 3.8785 -0.3644 -1.2240
C: 4.7503 -1.5701 -1.6021
H: 4.0190 0.4525 -1.9541
H: 2.8040 -0.6259 -1.1808
H: 4.4629 -1.9360 -2.5956
H: 5.8117 -1.2903 -1.6422
H: 4.6424 -2.4023 -0.8936
C: 3.7959 -0.9924 1.6423
C: 4.8887 -1.3205 2.6792
H: 3.5342 -1.9062 1.0855
H: 2.8852 -0.6259 2.1454
H: 4.5161 -2.0906 3.3690
H: 5.8023 -1.7063 2.2028
H: 5.1548 -0.4365 3.2744
C: -1.0452 -3.0588 1.2496
C: -0.8379 -4.4032 1.9402
H: -1.9275 -2.5413 1.6522
H: -0.1876 -2.3866 1.4201
H: -1.7813 -4.9279 2.1212
H: -0.1757 -5.0796 1.3915
H: -0.3818 -4.2340 2.9209
C: 0.2185 -3.7046 -1.3895
C: -0.0729 -4.2138 -2.7963
H: 0.6840 -4.4634 -0.7371
H: 0.9094 -2.8488 -1.4154
H: -0.7352 -5.0838 -2.8097
H: -0.5277 -3.4476 -3.4337
H: 0.8694 -4.5007 -3.2652
C: -2.6756 -4.0031 -1.0222
C: -3.9323 -3.5976 -0.2653
H: -2.4533 -5.0769 -0.9080
H: -2.7913 -3.8160 -2.1006
H: -4.3398 -2.6697 -0.6809
H: -4.6970 -4.3746 -0.3716
H: -3.7550 -3.4453 0.8072
N: 1.5309 -0.0886 5.7194
C: 0.8462 0.5354 5.0040
C: -0.0540 1.2807 4.1411
C: -1.4380 1.1752 4.3091
C: -2.2973 1.8653 3.4566
C: -1.7467 2.5972 2.4077
N: -0.4072 2.7314 2.2861
C: 0.4441 2.1351 3.1521
H: -1.8130 0.5454 5.1158
H: -3.3769 1.8380 3.5883
H: -2.3629 3.1005 1.6476
H: 1.5214 2.3516 3.0315

Atoms 1-6, force components in eV/Å:
-0.055 -0.150 0.053
0.617 -0.022 0.057
-0.102 -0.310 -0.201
-1.160 -0.436 0.670
-0.203 0.081 -0.027
0.476 0.003 0.585

***

3.
Computed, not measured: a structure of composition C28H58IIrN2OPSSb, with wB97M-V/def2-TZVPD.

Values from the calculation:
gap between HOMO and LUMO (spin up / spin down): 6.8 / 6.0 eV
net charge: +3
spin multiplicity: 2
relative energy (zero: lowest compared OMol25 entry of this formula, charge and spin): 30.9 kJ/mol
molar mass: 942.7 g/mol
HOMO level (spin up / spin down): -0.586 / -0.586 Eh
<S²>: 0.75

Positions of all 94 atoms, in Å:
Ir: 1.3487 -0.3040 -0.5321
C: -3.5344 4.8548 -0.4779
C: -3.9980 4.3560 -1.8386
C: -3.9763 5.4297 -2.9197
Sb: -2.8366 2.6684 -2.5046
C: -3.1026 1.0461 -1.1085
C: -4.5835 1.1051 -0.7188
C: -2.1896 1.0959 0.1147
C: -3.6383 2.0596 -4.4087
C: -3.7573 0.5426 -4.4696
C: -2.8073 2.6347 -5.5510
H: -4.1984 5.6575 -0.1513
H: -2.5272 5.2704 -0.5282
H: -3.5636 4.0819 0.2909
H: -4.9838 3.8814 -1.7764
H: -2.9775 5.8475 -3.0522
H: -4.6331 6.2473 -2.6168
H: -4.3391 5.0694 -3.8832
H: -2.8967 0.1504 -1.6970
H: -4.8224 2.0137 -0.1647
H: -4.8114 0.2579 -0.0677
H: -5.2557 1.0388 -1.5767
H: -2.1969 2.0788 0.5897
H: -1.1423 0.8059 -0.0516
H: -2.5761 0.3827 0.8490
H: -4.6265 2.5297 -4.3829
H: -2.7821 0.0592 -4.3745
H: -4.1641 0.2609 -5.4428
H: -4.4274 0.1342 -3.7129
H: -1.8045 2.2044 -5.5678
H: -2.7134 3.7200 -5.5028
H: -3.2877 2.3921 -6.5001
C: 1.4470 -2.5560 -3.4582
S: 1.4256 -0.8237 -3.8653
C: 3.0171 -0.6593 -4.6394
O: 1.5981 -0.0849 -2.5225
H: 2.3349 -2.7736 -2.8651
H: 1.4568 -3.1190 -4.3922
H: 0.5349 -2.7823 -2.9095
H: 2.9573 -1.1561 -5.6089
H: 3.7856 -1.1112 -4.0145
H: 3.1975 0.4032 -4.7875
I: 6.8267 1.6704 0.2605
C: 4.8486 2.0940 -0.1631
C: 4.3974 3.3945 -0.3570
C: 3.0560 3.6073 -0.6259
C: 2.1934 2.5311 -0.6810
N: 2.6299 1.2752 -0.4917
C: 3.9347 1.0574 -0.2533
H: 5.0844 4.2284 -0.3002
H: 2.6757 4.6059 -0.7875
H: 1.1353 2.6516 -0.8663
H: 4.2385 0.0265 -0.1379
C: 1.7797 0.5636 3.3773
C: 0.9241 -0.6689 3.7251
C: 1.3300 -1.2262 5.0963
C: -0.5367 -0.1891 3.7781
P: 1.0636 -1.9749 2.3876
N: 0.8953 -1.1135 0.9143
C: 2.7377 -2.8024 2.3446
C: 3.8142 -1.7366 2.6090
C: 2.8232 -3.8918 3.4207
C: 3.0251 -3.3964 0.9537
C: -0.3651 -3.1836 2.3552
C: -0.6561 -3.7407 3.7556
C: -0.0214 -4.3386 1.4016
C: -1.6239 -2.5132 1.7740
H: 1.4456 1.3772 4.0226
H: 1.6443 0.8899 2.3452
H: 2.8374 0.4179 3.5692
H: 1.0830 -0.4699 5.8440
H: 2.3986 -1.4141 5.1715
H: 0.7956 -2.1333 5.3687
H: -0.5800 0.6360 4.4899
H: -1.2249 -0.9506 4.1317
H: -0.8808 0.1871 2.8127
H: 3.8408 -1.4138 3.6462
H: 3.6991 -0.8594 1.9701
H: 4.7828 -2.1859 2.3865
H: 2.6107 -3.5177 4.4203
H: 3.8500 -4.2628 3.4267
H: 2.1733 -4.7401 3.2217
H: 2.9035 -2.6565 0.1605
H: 2.4190 -4.2642 0.7171
H: 4.0685 -3.7146 0.9516
H: 0.2048 -4.2334 4.2039
H: -1.4394 -4.4934 3.6487
H: -1.0272 -2.9870 4.4447
H: 0.7986 -4.9589 1.7509
H: 0.1972 -3.9850 0.3925
H: -0.9026 -4.9787 1.3441
H: -2.0522 -1.7560 2.4219
H: -2.3719 -3.2977 1.6501
H: -1.4338 -2.0750 0.7951

Atoms 1-6, force components in eV/Å:
-0.729 -0.209 0.539
-0.112 0.031 0.005
0.178 0.047 -0.029
-0.096 0.016 0.030
0.018 -0.036 0.016
0.121 -0.053 0.075

***

Record-wise total energy values, in eV: -104191.4349; -126770.9833; -72578.8078